Record 1
ORCA calculation (the ωB97M-V functional and the def2-TZVPD basis) on 7 unconnected molecules or ions with the total composition C12H39N13O8 in a non-equilibrium geometry.

Last column: Löwdin charge in e.
Positions of all 72 atoms, in Å:
1 C -5.757 -1.886 -6.295  -0.138
2 O -4.854 -1.691 -5.264  -0.191
3 C -3.546 -1.256 -5.597  -0.222
4 C -2.680 -1.169 -4.374  -0.212
5 N -2.667 -2.475 -3.709  -0.049
6 C -1.754 -2.574 -2.583  -0.211
7 C -0.313 -2.501 -3.007  -0.195
8 O 0.253 -1.168 -2.886  -0.274
9 C 1.635 -1.143 -3.257  -0.092
10 H -5.987 -0.937 -6.786  0.092
11 H -6.734 -2.164 -5.885  0.082
12 H -5.583 -2.775 -6.910  0.089
13 H -3.487 -0.324 -6.171  0.126
14 H -3.188 -1.962 -6.356  0.122
15 H -2.981 -0.375 -3.689  0.112
16 H -1.715 -0.842 -4.770  0.122
17 H -3.643 -2.493 -3.433  0.106
18 H -1.879 -3.585 -2.187  0.118
19 H -1.940 -1.912 -1.730  0.125
20 H -0.070 -2.999 -3.947  0.131
21 H 0.228 -3.052 -2.228  0.116
22 H 2.074 -0.154 -3.136  0.094
23 H 1.752 -1.435 -4.301  0.090
24 H 2.214 -1.784 -2.587  0.086
25 N 3.615 1.192 3.538  0.155
26 C 4.245 2.387 3.389  -0.694
27 N 3.366 3.353 3.098  0.163
28 O 5.466 2.539 3.422  0.003
29 H 2.632 1.213 3.729  0.040
30 H 4.144 0.345 3.633  0.092
31 H 2.372 3.212 3.139  0.044
32 H 3.729 4.267 2.891  0.109
33 N 1.080 0.552 1.739  0.188
34 C 0.365 0.409 0.642  -0.631
35 N 0.813 -0.646 -0.108  0.189
36 O -0.581 1.152 0.320  -0.038
37 H 1.844 -0.035 2.025  0.065
38 H 0.798 1.301 2.357  0.060
39 H 0.575 -0.859 -1.074  0.062
40 H 1.615 -1.096 0.333  0.034
41 N 0.553 -1.746 5.909  0.174
42 C 1.051 -0.682 5.293  -0.652
43 N 0.539 0.484 5.729  0.187
44 O 1.873 -0.756 4.375  -0.021
45 H 0.909 -2.652 5.655  0.119
46 H -0.211 -1.692 6.555  0.107
47 H -0.252 0.365 6.334  0.101
48 H 0.851 1.386 5.413  0.101
49 N 4.974 -2.957 1.334  0.173
50 C 3.846 -2.337 1.726  -0.655
51 N 3.567 -2.393 3.030  0.165
52 O 3.023 -1.807 0.957  -0.015
53 H 5.220 -2.915 0.362  0.115
54 H 5.494 -3.371 2.085  0.100
55 H 4.224 -2.753 3.698  0.107
56 H 2.707 -1.910 3.275  0.060
57 N -1.750 2.876 2.619  0.184
58 C -0.714 3.557 3.135  -0.644
59 N -1.093 4.760 3.641  0.156
60 O 0.397 3.066 3.356  -0.021
61 H -2.629 3.351 2.545  0.103
62 H -1.592 1.959 2.233  0.090
63 H -0.543 5.149 4.385  0.111
64 H -1.999 5.089 3.368  0.096
65 N -2.100 3.445 -2.011  0.143
66 C -1.890 2.443 -2.898  -0.700
67 N -1.429 1.339 -2.292  0.169
68 O -2.141 2.554 -4.104  -0.013
69 H -2.316 4.355 -2.376  0.099
70 H -1.642 3.276 -1.130  0.082
71 H -1.264 1.290 -1.293  0.041
72 H -1.118 0.598 -2.894  0.065

## Properties
HOMO level	-8.50	eV
SMILES string	COCCNCCOC.NC(N)=O.NC(N)=O.NC(N)=O.NC(N)=O.NC(N)=O.NC(N)=O
total energy	-48832.7942	eV
E_LUMO	0.07	eV



Record 2
ORCA calculation (the ωB97M-V functional and the def2-TZVPD basis) on a single CHF3N2 molecule in a non-equilibrium geometry.

Last column: natural (NBO) charge in e.
Positions of all 7 atoms, in Å:
1 F 2.471 -0.039 -0.205  -0.222
2 N 1.245 0.559 -0.328  -0.127
3 C 0.240 -0.214 -0.018  0.660
4 F 0.192 -1.571 0.062  -0.294
5 N -0.994 0.264 0.333  -0.229
6 F -1.461 1.546 -0.063  -0.177
7 H -1.692 -0.545 0.219  0.390

## Properties
ΔE to the lowest compared entry with this formula, charge and spin	142.5	kcal per mole
HOMO level	-10.27	eV
SMILES string	F/N=C(\F)NF
total energy	-12180.6070	eV
E_LUMO	0.24	eV



Record 3
ORCA calculation (the ωB97M-V functional and the def2-TZVPD basis) on a molecular structure, C17H21FIrN6O5S2.

Last column: natural (NBO) charge in e.
Positions of all 53 atoms, in Å:
1 Ir -0.838 1.103 -0.602  0.235
2 N -2.665 2.065 -0.899  -0.579
3 N -3.685 1.110 -0.921  -0.390
4 C -3.401 -0.188 -0.796  0.660
5 N -4.380 -1.047 -0.964  -0.716
6 N -2.067 -0.504 -0.489  -0.311
7 N -1.824 -1.767 -0.214  0.572
8 O -0.531 -1.976 -0.026  -0.274
9 O -2.617 -2.699 -0.100  -0.419
10 H -2.849 2.771 -0.187  0.419
11 H -2.562 2.508 -1.812  0.423
12 H -4.625 1.404 -1.149  0.415
13 H -5.305 -0.731 -1.213  0.427
14 H -4.210 -2.029 -0.785  0.466
15 C 2.434 1.227 -1.330  -0.755
16 S 1.226 0.094 -0.611  0.427
17 C 1.930 -0.025 1.048  -0.745
18 H 3.341 0.659 -1.529  0.236
19 H 2.658 2.060 -0.668  0.253
20 H 2.021 1.608 -2.260  0.255
21 H 1.877 0.932 1.561  0.242
22 H 2.966 -0.344 0.951  0.238
23 H 1.368 -0.768 1.610  0.225
24 O 3.922 4.252 0.646  -0.928
25 S 2.662 4.933 0.731  2.289
26 O 2.623 6.359 0.778  -0.903
27 N 1.678 4.354 -0.461  -0.752
28 C 0.765 3.581 0.023  0.608
29 O -0.071 2.961 -0.746  -0.744
30 C 0.717 3.478 1.524  -0.189
31 C -0.164 2.800 2.351  -0.195
32 C 0.018 2.890 3.727  -0.208
33 C 1.056 3.644 4.264  -0.181
34 C 1.938 4.332 3.436  -0.201
35 C 1.736 4.231 2.076  -0.220
36 H -0.963 2.200 1.931  0.213
37 H -0.659 2.369 4.392  0.220
38 H 1.176 3.701 5.337  0.229
39 H 2.743 4.929 3.840  0.244
40 F 0.626 -6.478 -4.236  -0.305
41 C 0.429 -5.729 -3.145  0.425
42 C 0.959 -4.451 -3.112  -0.271
43 C 0.758 -3.681 -1.980  -0.173
44 C 0.024 -4.186 -0.910  -0.136
45 C -0.168 -3.366 0.327  -0.089
46 C -0.504 -5.469 -0.975  -0.160
47 C -0.296 -6.258 -2.096  -0.275
48 H 1.523 -4.084 -3.958  0.244
49 H 1.173 -2.681 -1.931  0.229
50 H 0.750 -3.200 0.887  0.229
51 H -0.937 -3.769 0.979  0.229
52 H -1.082 -5.863 -0.148  0.221
53 H -0.691 -7.261 -2.168  0.245

## Properties
ΔE to the lowest compared entry with this formula, charge and spin	69.6	kcal per mole
HOMO level	-10.80	eV
total energy	-64363.3796	eV
charge	+1
E_LUMO	-5.07	eV



Record 4
ORCA calculation (the ωB97M-V functional and the def2-TZVPD basis) on a single C14H17N3O2S2 molecule in a non-equilibrium geometry.

Last column: natural (NBO) charge in e.
Positions of all 38 atoms, in Å:
1 C 4.215 3.024 0.732  -0.623
2 C 4.656 1.837 -0.255  0.014
3 O 4.507 0.750 0.476  -0.551
4 C 4.787 -0.555 -0.176  -0.064
5 C 3.729 -1.183 -1.341  -0.372
6 C 2.315 -1.269 -0.518  0.015
7 N 1.517 -2.323 -0.575  -0.217
8 N 0.435 -2.122 -0.209  -0.282
9 C 0.255 -1.038 0.508  0.166
10 N -0.728 -0.791 1.375  -0.663
11 C -2.111 -1.042 1.368  0.773
12 O -2.947 -0.802 2.094  -0.533
13 C -2.383 -2.321 0.087  -0.610
14 S -2.313 -1.252 -1.255  0.356
15 C -2.736 0.243 -0.819  -0.318
16 C -1.984 1.430 -1.077  -0.222
17 C -2.218 2.864 -0.832  -0.185
18 C -3.542 2.998 0.030  -0.194
19 C -4.383 1.867 0.098  -0.259
20 C -4.094 0.693 -0.055  -0.149
21 S 1.604 -0.003 0.611  0.370
22 H 4.864 3.234 1.549  0.211
23 H 4.306 3.961 -0.073  0.200
24 H 3.137 2.956 1.262  0.224
25 H 3.812 1.713 -1.147  0.112
26 H 5.506 1.854 -0.608  0.141
27 H 5.676 -0.422 -0.765  0.165
28 H 4.857 -1.231 0.663  0.199
29 H 4.055 -1.997 -1.541  0.180
30 H 3.643 -0.164 -2.050  0.227
31 H -0.581 0.131 2.056  0.416
32 H -1.684 -2.879 0.145  0.207
33 H -3.438 -2.512 0.189  0.227
34 H -1.008 1.131 -1.685  0.199
35 H -1.595 3.619 -0.999  0.202
36 H -3.802 4.114 -0.016  0.226
37 H -5.330 2.070 0.888  0.208
38 H -4.628 -0.126 0.055  0.202

## Properties
ΔE to the lowest compared entry with this formula, charge and spin	376.8	kcal per mole
HOMO level	-7.70	eV
SMILES string	CCOCCc1nnc(NC(=O)CSc2ccccc2)s1
total energy	-45015.2920	eV
E_LUMO	-0.08	eV